{"formula": "H7O4", "method": "the ωB97M-V functional and the def2-TZVPD basis", "elements": ["O", "H", "O", "H", "H", "O", "H", "H", "O", "H", "H"], "coordinates": [[0.230, 0.066, 0.359], [-0.196, -0.167, 1.186], [-2.225, -2.114, 1.369], [-2.179, -1.173, 1.139], [-1.406, -2.459, 0.979], [1.046, 2.636, 0.517], [0.788, 1.675, 0.642], [1.520, 2.587, -0.326], [1.189, -0.480, -2.064], [0.830, -0.170, -1.189], [0.402, -0.400, -2.612]], "atomic_forces_ev_per_a": [[-0.092, 0.339, 0.129], [0.122, -0.100, 0.020], [0.178, 0.056, -0.146], [0.116, -0.197, -0.049], [-0.186, 0.240, 0.087], [0.385, 0.018, -0.185], [-0.329, -0.189, -0.267], [-0.177, 0.064, 0.290], [-0.274, 0.332, -0.214], [0.141, -0.495, 0.453], [0.116, -0.069, -0.118]], "homo_lumo_gap_ev": 8.70, "lumo_energy_ev": 4.506, "charge": -1, "multiplicity": 1, "homo_energy_ev": -4.2, "energy_ha": -305.1904, "largest_force_ev_per_a": 0.69, "relative_energy_kj_mol": 52.74}